1.
Computed, not measured: C32H28AsN4O4S3Ta as an isolated structure, with ωB97M-V/def2-TZVPD.

Positions of all 73 atoms, in Å:
Ta (0.97681, 1.28120, 0.21426)
S (-0.73914, 2.69025, 1.05495)
C (-2.22321, 1.92228, 0.40244)
C (-3.21685, 2.72699, -0.13563)
C (-4.37317, 2.12927, -0.62160)
C (-4.53336, 0.75134, -0.57262)
C (-3.53767, -0.05035, -0.02711)
C (-2.38468, 0.53845, 0.46822)
As (-0.90568, -0.40845, 1.24653)
C (-1.11740, -2.26963, 0.82050)
C (-0.45522, -2.85550, -0.25582)
C (-0.66589, -4.19771, -0.53616)
C (-1.53350, -4.94647, 0.24747)
C (-2.18970, -4.35974, 1.32008)
C (-1.98058, -3.02022, 1.61546)
C (-1.15895, -0.29991, 3.14290)
C (-0.26940, -0.98753, 3.96439)
C (-0.42991, -0.93201, 5.33930)
C (-1.47060, -0.19168, 5.88714)
C (-2.35385, 0.49072, 5.06426)
C (-2.20259, 0.43888, 3.68444)
H (-3.09227, 3.80085, -0.17642)
H (-5.15317, 2.74893, -1.04299)
H (-5.43807, 0.29903, -0.95548)
H (-3.66053, -1.12583, 0.01447)
H (0.22246, -2.27598, -0.86762)
H (-0.15036, -4.66169, -1.36685)
H (-1.69548, -5.99245, 0.02438)
H (-2.86141, -4.94510, 1.93329)
H (-2.48209, -2.57027, 2.46338)
H (0.53797, -1.57567, 3.54111)
H (0.25310, -1.46934, 5.98332)
H (-1.59564, -0.15244, 6.96084)
H (-3.16731, 1.06023, 5.49307)
H (-2.90335, 0.96375, 3.04683)
N (1.87840, 3.46285, 0.25027)
N (3.26781, 3.60128, 0.08833)
C (3.96735, 2.64582, -0.54240)
N (5.24386, 2.88194, -0.79892)
S (3.25729, 1.17915, -1.01754)
H (1.37705, 3.96652, -0.48510)
H (1.62775, 3.87884, 1.14654)
H (3.66532, 4.51328, 0.26738)
H (5.69348, 3.76183, -0.59672)
H (5.79855, 2.16275, -1.23575)
S (2.19375, 0.99277, 2.21431)
C (3.20220, -0.41579, 1.81116)
C (4.57158, -0.33965, 2.04696)
C (5.38065, -1.40514, 1.68840)
C (4.83384, -2.53558, 1.08933)
C (3.46813, -2.61223, 0.86907)
C (2.64536, -1.55574, 1.23924)
H (4.99305, 0.53963, 2.51685)
H (6.44367, -1.35842, 1.88388)
H (5.47353, -3.36342, 0.81557)
H (3.03345, -3.49997, 0.42864)
H (1.57286, -1.64943, 1.11354)
O (0.58233, -0.01594, -1.36475)
C (0.22430, 0.93112, -2.19189)
O (0.44112, 2.10197, -1.76711)
C (-0.41495, 0.62924, -3.45867)
C (-0.62330, -0.69618, -3.84820)
C (-1.24820, -0.96514, -5.05241)
C (-1.66913, 0.08019, -5.86520)
C (-1.45506, 1.38331, -5.44984)
C (-0.83243, 1.68760, -4.26190)
N (-1.91560, 2.50031, -6.30830)
O (-1.74133, 3.62257, -5.88347)
O (-2.43108, 2.20675, -7.36016)
H (-0.29598, -1.50365, -3.20762)
H (-1.41187, -1.98676, -5.36449)
H (-2.15974, -0.09882, -6.81163)
H (-0.68730, 2.71795, -3.97213)

Values from the calculation:
electronic energy	-142671.8454	eV
M	884.67	g mol⁻¹
relative energy (zero: lowest compared OMol25 entry of this formula, charge and spin)	18.78	kJ/mol
orbital gap	7.12	eV
lowest unoccupied orbital energy	-6.82	eV
charge	+2

***

2.
Computed, not measured: C3H2O3Sn as an isolated structure in a non-equilibrium geometry, with ωB97M-V/def2-TZVPD.

Positions of all 9 atoms, in Å:
H (-1.94786, 0.63625, 1.18747)
C (-1.23167, 0.53097, 0.35486)
C (-1.28243, -0.53681, -0.44725)
O (0.02655, -0.91177, -0.71683)
C (0.80909, -0.05081, -0.11831)
O (0.10463, 0.78546, 0.61012)
O (2.03308, -0.08467, -0.17791)
Sn (3.55174, 0.61272, 0.36143)
H (-2.06314, -0.98134, -1.05358)

Values from the calculation:
electronic energy	-15095.7023	eV
M	204.76	g mol⁻¹
relative energy (zero: lowest compared OMol25 entry of this formula, charge and spin)	0.00	kJ/mol
orbital gap	8.11	eV
lowest unoccupied orbital energy	-11.04	eV
charge	+2

***

3.
Computed, not measured: C23H21N5O2RhS4 as an isolated structure in a non-equilibrium geometry, with ωB97M-V/def2-TZVPD.

Positions of all 56 atoms, in Å:
Rh (1.44359, 1.16483, 0.13646)
C (-1.64776, 2.59218, -2.90657)
C (-0.83239, 3.00986, -3.94847)
C (0.53517, 2.80943, -3.86502)
C (1.07536, 2.21001, -2.72423)
N (0.26052, 1.84685, -1.71631)
C (-1.05182, 2.00697, -1.79998)
C (2.49779, 1.91894, -2.52084)
C (3.50817, 2.35499, -3.37798)
C (4.83392, 2.05529, -3.11405)
C (5.18013, 1.30938, -1.99609)
C (4.18769, 0.85485, -1.13924)
C (2.85717, 1.16833, -1.38272)
H (-2.71868, 2.71392, -2.93803)
H (-1.26227, 3.48048, -4.82011)
H (1.17423, 3.11637, -4.67737)
H (-1.65228, 1.63163, -0.97792)
H (3.26298, 2.94360, -4.24859)
H (5.60530, 2.40195, -3.78481)
H (6.21617, 1.08407, -1.78413)
H (4.46514, 0.26360, -0.27632)
S (2.11284, 2.99796, 1.26468)
C (0.65388, 2.32322, 1.95892)
N (-0.51605, 3.00966, 1.88412)
C (-1.58546, 2.58012, 2.75648)
C (-0.93780, 1.92671, 3.97213)
S (0.72415, 1.38617, 3.44359)
H (-0.73953, 3.53249, 1.05075)
H (-2.23334, 1.85759, 2.24784)
H (-2.17649, 3.45310, 3.04014)
H (-1.48923, 1.04632, 4.28969)
H (-0.79806, 2.61217, 4.80647)
N (-3.71760, -6.11437, 0.01961)
C (-3.25749, -4.86262, 0.24316)
C (-3.11765, -4.37777, 1.55527)
C (-2.63557, -3.10798, 1.77281)
C (-2.29455, -2.30640, 0.69531)
C (-2.43342, -2.75507, -0.60776)
C (-2.91461, -4.02558, -0.83382)
S (-1.75892, -0.65640, 1.04137)
O (-2.48752, 0.29400, 0.24564)
O (-1.79026, -0.43879, 2.46709)
N (-0.17833, -0.55187, 0.54089)
C (0.73959, -1.19916, 1.23122)
S (0.48896, -2.49423, 2.37519)
C (2.19841, -2.55209, 2.61807)
C (2.83309, -1.62862, 1.84958)
N (2.01548, -0.87617, 1.08272)
H (-4.04630, -6.67722, 0.78356)
H (-3.90432, -6.42787, -0.91553)
H (-3.41929, -4.99495, 2.38761)
H (-2.54731, -2.69947, 2.76576)
H (-2.19521, -2.09198, -1.42447)
H (-3.06325, -4.38145, -1.84226)
H (2.63523, -3.26238, 3.28884)
H (3.89779, -1.47459, 1.80767)

Values from the calculation:
electronic energy	-82079.0774	eV
M	630.63	g mol⁻¹
orbital gap (spin up / spin down)	5.22 / 5.20	eV
lowest unoccupied orbital energy (spin up / spin down)	-5.18 / -5.20	eV
charge	+1